one.
Density functional theory data (ωB97M-V with the def2-TZVPD basis set) for a 2-piece molecular cluster, C6H12O3 overall.

The value obtained for the HOMO-LUMO gap (spin up / spin down) is 7.24 / 7.24 eV. For the LUMO energy (spin up / spin down), the calculation gives 0.396 / 0.396 eV.

CARTESIAN COORDINATES (ANGSTROEM)
1 C 0.7762 0.0775 0.5115
2 C -0.0395 -0.9896 0.0881
3 C -1.6938 -0.1931 -0.2605
4 C -0.8001 -0.9573 -1.1871
5 C 1.1532 0.2695 1.9471
6 C -2.0382 1.2337 -0.5100
7 O 1.9687 -1.5397 -0.1522
8 O 2.1926 -1.2400 -1.5642
9 O 0.9753 1.1346 -0.3163
10 H 2.9180 -0.6017 -1.4807
11 H 1.3426 1.8735 0.1875
12 H -0.2015 -1.7922 0.7908
13 H -2.4155 -0.7634 0.3123
14 H -1.1395 -1.9290 -1.5359
15 H -0.3430 -0.3774 -1.9828
16 H 0.6065 1.1115 2.3853
17 H 2.2250 0.4767 2.0208
18 H 0.9485 -0.6239 2.5353
19 H -2.8076 1.3057 -1.2924
20 H -1.1877 1.8115 -0.8819
21 H -2.4401 1.7132 0.3852

Löwdin population analysis, charges in e, atoms 1 to 5:
1 C -0.328
2 C -0.156
3 C -0.180
4 C -0.132
5 C 0.010

two.
Density functional theory data (ωB97M-V with the def2-TZVPD basis set) for a 2-piece molecular cluster, C6H12O3 overall.

As for the structure (SMILES): COC(=O)O.C/C=C/C. The value obtained for the HOMO-LUMO gap is 9.72 eV. For the LUMO energy, the calculation gives 0.625 eV.

CARTESIAN COORDINATES (ANGSTROEM)
1 C -1.7115 0.0541 -1.2243
2 O -2.4197 -1.0958 -0.7534
3 C -2.2782 -1.4557 0.6187
4 O -1.4071 -1.1239 1.3490
5 O -3.2434 -2.3361 0.7351
6 H -0.8698 0.2746 -0.5639
7 H -1.3392 -0.1712 -2.2210
8 H -2.3966 0.9033 -1.2601
9 H -3.5995 -2.2124 -0.2568
10 C 1.7513 -1.2548 -0.2951
11 C 1.9095 0.2267 -0.1649
12 C 1.2949 0.9697 0.7447
13 C 1.4538 2.4496 0.8880
14 H 1.0045 -1.6277 0.4025
15 H 1.4525 -1.5251 -1.3094
16 H 2.6969 -1.7597 -0.0908
17 H 2.5947 0.6932 -0.8660
18 H 0.6390 0.4928 1.4649
19 H 2.1258 2.8512 0.1312
20 H 0.4884 2.9511 0.7986
21 H 1.8538 2.6959 1.8728

Löwdin population analysis, charges in e, atoms 1 to 5:
1 C -0.037
2 O -0.099
3 C -0.597
4 O 0.152
5 O 0.126

three.
Density functional theory data (ωB97M-V with the def2-TZVPD basis set) for a 2-piece molecular cluster, C6H12O3 overall.

As for the structure (SMILES): C[C@@H](O)C=O.CCC=O. The value obtained for the HOMO-LUMO gap is 9.02 eV. For the LUMO energy, the calculation gives -0.047 eV.

CARTESIAN COORDINATES (ANGSTROEM)
1 C 2.0167 -1.0203 -0.2749
2 C 1.8274 0.1071 0.6705
3 O 2.9276 0.9200 0.8689
4 C 0.6215 1.2890 0.1317
5 O -0.1150 1.7937 0.9296
6 H 2.9942 -1.4896 -0.1812
7 H 1.2357 -1.7710 -0.1850
8 H 1.7752 -0.6588 -1.3168
9 H 1.4216 -0.1552 1.6456
10 H 3.3855 1.0626 0.0305
11 H 1.0833 1.8709 -0.6977
12 C -2.7659 0.0900 0.6034
13 C -1.7018 -0.7436 -0.1032
14 C -0.9413 0.0294 -1.1542
15 O -0.1391 -0.4915 -1.9381
16 H -2.3209 0.9544 1.0919
17 H -3.2595 -0.4951 1.3787
18 H -3.5168 0.4389 -0.1051
19 H -0.9966 -1.1552 0.6260
20 H -2.1640 -1.5945 -0.6121
21 H -1.3678 1.0189 -1.4086

Löwdin population analysis, charges in e, atoms 1 to 5:
1 C -0.068
2 C -0.373
3 O -0.011
4 C -0.211
5 O 0.049

Most stable: two. Least stable: one.